No. 1
Entry from the OMol25 dataset: a molecular structure, C23H43Cl3N3O4SiYb in a non-equilibrium geometry (wB97M-V/def2-TZVPD).

Results
- Frontier orbital gap (spin up / spin down): 6.299 / 3.739 eV
- ΔE to the lowest compared entry with this formula, charge and spin: 12.4 kcal/mol
- Total energy: -4196.29955 Ha
- Lowest unoccupied orbital energy (spin up / spin down): 0.42 / -1.99 eV
- Spin multiplicity: 2

Positions of all 78 atoms, in Å:
C 4.52912 2.00587 1.60254
C 3.40281 2.56990 0.78818
H 5.33836 2.73213 1.70082
H 4.93760 1.10907 1.12591
H 4.20804 1.71874 2.61129
C 3.51887 3.63878 0.00328
C 4.71278 4.55704 0.00638
H 2.71109 3.89857 -0.69946
H 5.59498 4.07423 -0.44395
H 4.98130 4.85399 1.03893
H 4.49461 5.47219 -0.56156
Yb -1.86697 -2.10051 -0.75320
Cl -1.17277 -4.62531 -0.54800
C -3.36527 0.60461 -0.07382
O -2.97432 -0.00108 -1.08798
N -4.08218 1.72681 -0.05729
C -4.50395 2.32536 -1.31438
C -4.47165 2.38190 1.19700
H -3.11139 0.22181 0.94250
H -4.41087 1.60564 -2.13121
H -3.90952 3.21747 -1.55162
H -5.54623 2.64239 -1.21226
H -4.24146 1.72225 2.04528
H -5.55082 2.59085 1.16790
H -3.92273 3.33024 1.30835
H -4.50064 -6.43829 1.31852
H -3.99838 -5.20424 3.69650
C -3.75751 -5.78158 0.84225
C -3.10573 -4.97576 3.08889
N -3.48440 -4.66739 1.72426
H -4.10947 -5.41805 -0.12431
C -3.58625 -3.38659 1.32562
O -3.81411 -3.01525 0.15472
H -2.62021 -4.08070 3.49802
H -3.36764 -2.64948 2.12468
H -2.82647 -6.34478 0.67952
H -2.42299 -5.83828 3.10781
H 2.49720 -0.84679 -2.58918
H 2.10301 1.59794 -3.45500
C 1.86298 -1.09005 -3.45717
C 1.30333 1.21956 -4.10853
N 0.83293 -0.06916 -3.62769
H 1.39034 -2.06193 -3.33612
C -0.44281 -0.27336 -3.21803
O -0.92632 -1.37248 -2.87565
H 0.47113 1.92680 -4.14353
H -1.04695 0.65358 -3.17702
H 2.49495 -1.08081 -4.34890
H 1.73613 1.11642 -5.11595
O 2.35876 0.54864 0.30365
C 2.12287 1.75761 0.86844
C 0.34313 2.47297 -0.90555
C 0.80102 2.47963 0.40936
H 0.82396 1.79688 -1.62556
C -0.75152 3.25991 -1.26895
H 1.96953 1.68127 1.96294
C 0.15564 3.27652 1.35830
H -1.12597 3.23861 -2.29926
C -1.36370 4.08646 -0.32445
C -0.90670 4.09177 0.98748
H 0.48613 3.22441 2.39153
H -2.15386 4.78125 -0.61929
H -1.36553 4.74373 1.73786
Si 2.21932 -2.04833 0.71079
Cl 0.38848 -1.08569 -0.35762
C 2.62951 -3.39630 -0.57715
C 1.34910 -3.00620 2.10124
C 3.81730 -1.24339 1.28680
H 2.15926 -3.15908 -1.53627
H 2.21827 -4.36134 -0.23867
H 3.70728 -3.52829 -0.74313
H 4.33923 -0.78395 0.43419
H 4.53720 -1.94166 1.75318
H 3.61957 -0.45157 2.02460
H 0.37611 -2.54178 2.31972
H 1.93879 -3.06944 3.02889
H 1.16908 -4.03235 1.74356
Cl -1.84382 -0.98254 1.98605


No. 2
Entry from the OMol25 dataset: a molecular structure, C23H43Cl3N3O8RhSi in a non-equilibrium geometry (wB97M-V/def2-TZVPD).

Results
- Frontier orbital gap (spin up / spin down): 7.743 / 5.572 eV
- ΔE to the lowest compared entry with this formula, charge and spin: 0.0 kcal/mol
- Total energy: -3448.61360 Ha
- Lowest unoccupied orbital energy (spin up / spin down): 0.23 / -2.37 eV
- Spin multiplicity: 5

Positions of all 82 atoms, in Å:
C -1.61135 -0.69077 -4.50693
C -1.08730 -1.79128 -3.63934
H -0.98714 -0.56109 -5.39995
H -1.62432 0.25111 -3.94794
H -2.63816 -0.89583 -4.85309
C -0.57581 -2.92428 -4.13318
C -0.46438 -3.21071 -5.59391
H -0.22003 -3.71065 -3.46944
H -0.10891 -2.33845 -6.15893
H -1.42116 -3.52384 -6.03711
H 0.24738 -4.02845 -5.75059
Rh -0.55892 0.59881 0.05777
Cl -2.83074 0.05916 0.15262
C -0.81409 -1.68817 1.99007
O 0.05411 -1.02939 1.35241
N -0.42521 -2.63472 2.83797
C 0.99624 -2.87529 2.99146
C -1.36349 -3.46643 3.57450
H -1.89277 -1.51807 1.86595
H 1.49828 -1.96803 3.35716
H 1.44790 -3.20241 2.04246
H 1.10386 -3.67448 3.72889
H -2.37718 -3.09154 3.39367
H -1.12519 -3.41363 4.64330
H -1.29171 -4.50711 3.22573
H 1.67009 2.24199 4.41837
H -0.63600 4.25800 5.83759
C 1.65960 3.30013 4.12471
C -0.22310 4.75608 4.95042
N 0.29355 3.78576 3.99314
H 2.18779 3.40912 3.17124
C -0.47001 3.27392 3.06665
O 0.08293 2.34969 2.32874
H -1.02827 5.31553 4.46382
H -1.50954 3.57016 2.93752
H 2.14192 3.91092 4.88933
H 0.58134 5.43553 5.24581
H 1.68966 0.60482 -3.28443
H 2.66043 -2.14942 -2.73849
C 2.67024 0.71126 -2.79537
C 3.38456 -1.56997 -2.14431
N 2.83178 -0.28461 -1.74200
H 2.77505 1.71861 -2.37982
C 2.28929 -0.10293 -0.53267
O 1.63496 0.92624 -0.20236
H 3.66135 -2.14176 -1.25188
H 2.45493 -0.93447 0.17997
H 3.46061 0.52125 -3.52635
H 4.26773 -1.39333 -2.76749
O -0.21511 -0.53779 -1.84178
C -1.12539 -1.51656 -2.13412
C 0.30273 -3.31573 -1.04328
C -0.94735 -2.74223 -1.23806
H 1.17742 -2.84537 -1.50380
C 0.41419 -4.50865 -0.31867
H -2.13761 -1.13264 -1.93439
C -2.07505 -3.31436 -0.65652
H 1.39829 -4.97414 -0.19844
C -0.72426 -5.10752 0.22831
C -1.97058 -4.50689 0.05759
H -3.03676 -2.81647 -0.80305
H -0.63707 -6.04225 0.78864
H -2.86901 -4.96522 0.47237
Si -0.38403 3.92027 -1.40367
Cl -1.01913 1.87702 -1.70327
C 1.42200 4.09324 -1.01793
C -1.52173 4.41454 -0.01750
C -0.85789 4.78430 -2.99235
H 1.86206 3.22183 -0.51323
H 1.50772 4.97340 -0.36038
H 1.98136 4.30667 -1.94207
H -0.06563 4.69873 -3.74981
H -0.99729 5.84860 -2.75128
H -1.79686 4.39098 -3.40775
H -1.58299 3.65296 0.77785
H -2.52720 4.58766 -0.42360
H -1.14524 5.35524 0.40235
O -1.18873 -0.93298 5.24925
Cl -0.65092 0.29202 4.57815
O -0.84450 1.45483 5.49947
O 0.83264 0.09677 4.37408
O -1.03887 1.61274 1.56118


No. 3
Entry from the OMol25 dataset: a molecular structure, C23H43CrN5O2PS2 (wB97M-V/def2-TZVPD).

Results
- Total charge: +1
- Frontier orbital gap (spin up / spin down): 7.732 / 7.807 eV
- Total energy: -3508.64192 Ha
- Lowest unoccupied orbital energy (spin up / spin down): -2.19 / -2.35 eV
- Spin multiplicity: 5

Positions of all 77 atoms, in Å:
Cr 0.50602 0.06514 1.25886
C 2.70499 -2.59417 0.94384
C 1.33322 -3.23691 1.09080
N 0.22394 -2.26848 1.02106
C -0.91191 -2.58244 1.88827
C -0.73886 -1.87553 3.22313
N -0.73191 -0.41497 3.00592
C -0.54853 0.34625 4.25878
C -0.62907 1.85930 4.04997
C 0.72095 2.52249 3.80706
N 1.38514 2.05820 2.58025
C 2.85100 1.94358 2.65800
C 3.36351 0.68234 1.96814
N 2.47209 -0.45216 2.28997
C 3.12085 -1.78420 2.16198
H 2.73919 -1.97993 0.04172
H 3.43783 -3.39477 0.81373
H 1.28144 -3.75056 2.05548
H 1.20291 -4.00877 0.32565
H -0.07951 -2.17275 0.05639
H -1.03531 -3.65832 2.04702
H -1.82940 -2.22710 1.40846
H 0.22220 -2.15450 3.66474
H -1.52051 -2.16484 3.93245
H -1.65087 -0.16450 2.64635
H 0.42375 0.07110 4.67958
H -1.29934 0.02453 4.98684
H -1.06448 2.31224 4.94281
H -1.31971 2.08283 3.23195
H 1.36822 2.27300 4.65071
H 0.60876 3.61057 3.82180
H 1.13302 2.66240 1.80650
H 3.12801 1.89074 3.71345
H 3.36215 2.81721 2.24778
H 4.38329 0.48814 2.31536
H 3.40656 0.80221 0.88667
H 2.20832 -0.34061 3.26483
H 2.87817 -2.35831 3.06097
H 4.20581 -1.65457 2.16758
N -1.10207 1.26362 0.65310
C -1.90943 1.96339 0.23950
C -2.91545 2.83463 -0.27567
C -4.25865 2.51358 -0.07216
C -5.23469 3.34918 -0.58507
C -4.86997 4.48930 -1.28866
C -3.53097 4.80206 -1.48754
C -2.54313 3.97536 -0.98580
H -4.52592 1.61852 0.47408
H -6.27936 3.11169 -0.43854
H -5.63687 5.13747 -1.69207
H -3.25780 5.68697 -2.04566
H -1.49698 4.18530 -1.16087
C -2.28567 -1.50426 -3.53085
C -1.59550 -2.09111 -2.31688
C -0.80941 -3.34825 -2.64070
O -0.71328 -1.15528 -1.61025
P 0.15701 0.03510 -2.26755
S -0.87579 1.56072 -2.87808
S 1.60185 0.41798 -0.87435
O 0.89462 -0.78030 -3.41956
C 1.88697 -0.17247 -4.29801
C 2.98445 -1.20203 -4.46187
C 1.24715 0.21538 -5.61339
H -2.96740 -2.25803 -3.92879
H -1.56807 -1.24612 -4.30933
H -2.85408 -0.61214 -3.27786
H -2.35221 -2.31944 -1.56218
H -0.00412 -3.11849 -3.33745
H -1.46656 -4.09169 -3.09358
H -0.37669 -3.78636 -1.73814
H 2.28369 0.70769 -3.78577
H 2.58656 -2.10167 -4.93548
H 3.40982 -1.47003 -3.49443
H 3.77877 -0.80447 -5.09510
H 0.83822 -0.66984 -6.10575
H 2.00219 0.65278 -6.26821
H 0.44682 0.93741 -5.46590


> Which formula does entry 2 have?

C23H43Cl3N3O8RhSi